Record 1
C4H4NaO | ωB97M-V with the def2-TZVPD basis set

Geometry as XYZ:
```
10
Properties=species:S:1:pos:R:3:forces:R:3
H -0.20914 0.26174 -1.16970 0.5 1.2 1.6
C -0.53026 -1.56578 -1.06835 0.5 -1.0 0.6
C -0.30088 -1.55672 0.17727 0.4 2.9 -1.3
H -0.62052 -2.31689 -1.84461 -0.2 0.6 -0.3
C -0.03726 -0.56301 1.13345 -3.3 -2.2 1.6
C 0.55100 0.64929 0.75691 3.0 1.2 -1.1
O 0.19812 1.32098 -0.32034 -1.5 -2.2 -2.2
Na 0.09852 3.58302 -0.46832 0.0 -0.3 0.0
H -0.79444 -0.46574 1.92019 0.6 -0.6 0.5
H 1.64488 0.65310 0.88349 -0.1 0.5 0.7
```
Forces are in eV/Å.

Properties
Strongest force on any atom: 4.283 eV/Å
Total charge: +1
LUMO (spin up / spin down): -4.8 / -5.0 eV
Energy above the lowest of the compared OMol25 structures with the same formula, charge and spin: 5.4564 eV
Multiplicity: 1

=====

Record 2
CH5ClN2P | ωB97M-V with the def2-TZVPD basis set

Geometry as XYZ:
```
10
Properties=species:S:1:pos:R:3:forces:R:3
C -0.34848 -0.09710 0.05121 4.9 1.6 0.2
N -1.09079 0.70708 -0.63609 3.6 1.2 -0.8
N -0.70350 -1.15405 0.65860 -0.9 -3.4 3.3
P 1.78173 0.64038 0.56244 -2.5 -1.8 1.8
Cl 3.05370 -0.31551 -0.56514 0.9 -1.1 -0.7
H -2.02265 0.47954 -0.56788 -3.0 0.4 -1.1
H -0.52250 1.34354 -1.27752 -2.3 -0.9 1.1
H -1.69161 -1.44934 0.89396 1.3 0.5 -0.8
H 0.01406 -1.68421 1.24395 -1.4 1.1 -1.2
H 1.53004 1.52966 -0.36354 -0.6 2.3 -1.7
```
Forces are in eV/Å.

Properties
Strongest force on any atom: 5.120 eV/Å
Total charge: +1
LUMO: -4.6 eV
Energy above the lowest of the compared OMol25 structures with the same formula, charge and spin: 1.0600 eV
Multiplicity: 1

=====

Record 3
C6H9NO4 | ωB97M-V with the def2-TZVPD basis set

Geometry as XYZ:
```
20
Properties=species:S:1:pos:R:3:forces:R:3
O 1.11400 -1.66989 1.97111 -0.3 -0.1 0.8
C 1.45641 -1.11964 0.96400 -0.1 0.0 0.0
C 0.72001 0.06406 0.42605 -0.9 0.0 -2.0
C 1.51481 1.11944 -0.40469 1.3 -2.5 -1.9
O 2.23998 0.75292 -1.36992 -2.2 1.5 3.1
O 1.24314 2.36726 -0.08955 2.0 0.2 -2.5
N -0.30247 0.63637 1.31308 -0.5 -0.7 -0.2
C -1.55856 0.68789 0.46737 1.5 2.0 -0.7
C -1.53398 -0.60270 -0.28042 -1.2 0.4 -2.1
C -0.19979 -0.78223 -0.85546 2.4 -2.3 0.8
O -0.20065 -0.36016 -2.18179 -0.4 0.5 1.1
H 2.21312 -1.60674 0.35512 0.5 0.4 -0.5
H 0.75177 2.35796 0.69338 -1.7 -0.1 2.5
H -0.54944 0.01156 2.14779 1.1 0.9 -1.7
H -1.54609 1.60909 -0.23472 0.2 -1.5 1.1
H -2.35601 0.82443 1.14856 -1.1 0.0 0.5
H -1.74789 -1.36612 0.37991 -0.5 -1.8 1.4
H -2.17472 -0.71445 -1.17396 -0.4 0.4 0.7
H 0.20790 -1.91349 -0.84065 -1.0 2.3 0.2
H 0.70846 -0.29556 -2.43524 1.2 0.2 -0.6
```
Forces are in eV/Å.

Properties
Strongest force on any atom: 4.072 eV/Å
Total charge: 0
LUMO: 0.6 eV
Energy above the lowest of the compared OMol25 structures with the same formula, charge and spin: 2.1319 eV
Multiplicity: 1

=====

Record 4
C4H4O2 | ωB97M-V with the def2-TZVPD basis set

Geometry as XYZ:
```
10
Properties=species:S:1:pos:R:3:forces:R:3
C 0.87734 -1.11191 0.42650 1.1 -1.1 -0.4
C -0.99298 -0.07612 -1.40011 0.2 -1.5 -0.8
C 0.01666 -0.00383 0.73790 -3.0 1.6 0.2
C -0.28448 0.89877 -0.51488 -2.7 -1.6 2.2
O 1.86375 -1.46515 0.96297 0.0 -0.2 0.0
O -0.62804 -1.21063 -1.42879 -0.8 0.6 -0.7
H -1.01822 -0.38477 1.02052 1.4 0.2 0.2
H 0.48097 0.55421 1.52149 0.1 0.5 0.7
H 0.60892 1.02787 -0.95930 3.0 1.4 -1.8
H -0.92392 1.77155 -0.36630 0.7 -0.1 0.3
```
Forces are in eV/Å.

Properties
Strongest force on any atom: 3.825 eV/Å
Total charge: 0
LUMO (spin up / spin down): -0.3 / 0.3 eV
Energy above the lowest of the compared OMol25 structures with the same formula, charge and spin: 3.5335 eV
Multiplicity: 1

=====

Record 5
C5H9NO | ωB97M-V with the def2-TZVPD basis set

Geometry as XYZ:
```
16
Properties=species:S:1:pos:R:3:forces:R:3
C 1.88305 0.35617 -0.24825 0.0 0.0 -0.1
C 0.57787 -0.35919 -0.13019 0.2 -0.1 0.2
C 0.37533 -1.36387 0.95764 0.0 0.0 0.0
C -1.68434 1.33473 0.41019 -0.4 0.2 0.1
N -1.54988 0.67529 -0.90070 0.4 -0.4 -0.4
C -0.50478 -0.06599 -0.98723 -0.2 0.1 0.1
O 0.03610 -1.01000 -1.67119 -0.1 0.2 0.0
H 2.68935 -0.36175 -0.42737 -0.1 0.1 0.0
H 2.07645 0.85934 0.70475 -0.1 -0.1 -0.1
H 1.87102 1.10597 -1.04084 0.0 -0.1 0.1
H 0.45293 -0.82824 1.90942 0.0 -0.1 -0.1
H 1.13829 -2.14739 0.92436 0.0 0.1 0.0
H -0.62041 -1.80820 0.90368 0.2 0.0 0.0
H -2.30161 0.66412 1.02465 0.0 0.1 -0.1
H -2.23049 2.26940 0.25112 0.1 -0.1 0.1
H -2.20889 0.67963 -1.68005 0.1 0.0 0.2
```
Forces are in eV/Å.

Properties
Strongest force on any atom: 0.693 eV/Å
Total charge: 0
LUMO: 0.7 eV
Energy above the lowest of the compared OMol25 structures with the same formula, charge and spin: 5.0591 eV
Multiplicity: 1

=====

Q: Which formula does entry 5 have?
A: C5H9NO

=====

Q: multiplicity of number 2 (CH5ClN2P)?
A: 1

=====

Q: Among the records above, which one has the lowest energy above the lowest of the compared OMol25 structures with the same formula, charge and spin?
A: CH5ClN2P